This record from OMol25 describes a cluster of 3 separate species, C21H37BN2O12P2S3 in total in a non-equilibrium geometry. The level of theory is ωB97M-V/def2-TZVPD.

The geometry in XYZ format:
```
78
Properties=species:S:1:pos:R:3:forces:R:3:mulliken_charge:R:1
C -1.4594 3.3203 6.7498 -0.14 -1.58 -0.31 -1.004
C -2.2426 3.3080 5.2718 2.37 0.89 1.95 -0.006
N -3.6675 2.9091 5.5659 -1.97 2.45 -2.45 0.192
C -4.0560 1.5766 4.9770 0.37 -1.97 0.44 -0.644
C -3.8502 1.4302 3.3580 -1.48 -0.55 -0.33 -0.434
C -4.6685 4.0056 5.2965 -0.50 -0.94 -1.16 -0.098
S -6.1584 3.8143 4.4517 2.71 -0.04 1.57 -0.154
S -4.3571 5.7743 5.9507 0.57 -1.09 -0.73 -0.095
C -4.2750 6.9628 4.4853 0.61 0.59 -1.52 -0.545
C -3.8341 6.2557 3.0732 -0.55 0.45 -1.04 -0.004
C -2.9145 7.3196 2.1761 -0.45 -0.10 -0.23 -0.637
C -1.8668 6.5389 1.1853 0.32 1.25 -3.88 0.565
C -1.7638 6.9572 -0.2646 0.59 -2.47 3.68 -0.704
C -0.7139 6.0886 -1.2347 2.08 2.79 -3.09 0.330
O 0.0170 6.6975 -2.1752 -4.61 -4.14 5.74 -0.537
C -0.6651 4.4555 -0.9087 -0.29 -0.32 4.18 0.048
N -0.5725 3.4223 -2.0103 7.61 -0.19 0.70 -0.402
C 0.7279 2.9732 -2.1808 -3.09 -1.51 1.72 0.228
S 2.1117 1.9276 -2.1451 -4.65 3.75 -0.39 -0.064
C -0.7515 4.0466 0.5445 -0.01 2.51 -3.25 0.378
B -0.7695 2.4900 1.0816 0.68 -1.72 1.01 0.600
O -1.8864 1.5761 0.7495 3.67 0.90 0.11 -0.563
O 0.3636 2.0280 1.9453 -3.70 -0.55 -1.17 -0.575
C -0.8756 5.2841 1.6606 2.28 0.03 3.38 0.418
O -0.2048 5.2574 2.8233 -4.51 0.15 -7.16 -0.591
H -0.3109 3.5557 6.6492 -2.39 -0.15 0.20 0.319
H -2.0202 3.9583 7.5541 1.20 -0.96 -1.78 0.233
H -1.5250 2.1900 7.1256 0.16 2.39 -0.66 0.254
H -2.1018 4.3744 4.8117 -0.66 -2.08 0.77 0.100
H -1.6341 2.5597 4.6100 -1.65 1.20 1.07 0.069
H -3.3336 0.7680 5.4767 -1.44 1.91 -0.87 0.260
H -5.1481 1.2569 5.3377 2.44 1.08 -0.97 0.357
H -3.2087 0.4688 3.0579 -1.15 2.39 0.80 0.168
H -3.4517 2.4187 2.8727 -0.64 -2.05 0.94 0.018
H -4.9316 1.2196 2.9044 2.40 0.64 0.80 0.328
H -3.4155 7.7456 4.7529 -1.92 -1.84 -0.25 0.323
H -5.2702 7.5738 4.3138 1.93 -1.47 0.57 0.330
H -3.3065 5.2164 3.1786 -0.87 2.12 0.10 -0.274
H -4.8099 6.0615 2.4132 2.14 0.25 1.61 0.323
H -2.4031 8.1487 2.8593 -0.76 -2.07 -1.43 0.364
H -3.7034 7.9109 1.5038 2.01 -1.25 1.22 0.264
H -2.4020 7.8420 -0.7075 1.65 -1.97 0.92 0.296
H -1.4503 0.6899 0.5786 -0.95 1.26 0.43 0.277
H 0.0932 1.1720 2.4302 0.64 1.92 -1.24 0.267
C 5.0020 -0.0108 -3.8599 0.42 0.89 -0.35 -0.780
O 4.2738 -0.6798 -2.8512 0.96 -1.48 -2.64 -0.188
P 4.1366 -2.3957 -3.0238 -5.48 -0.73 9.15 0.981
O 2.7477 -2.3515 -2.3833 0.94 0.05 -1.70 -0.641
O 5.2497 -2.6020 -1.8247 0.33 -0.48 -1.19 -0.329
C 6.5863 -2.2139 -2.0735 0.42 0.25 0.25 -0.750
O 3.9993 -4.1115 -3.1964 0.96 1.99 -2.56 -0.221
C 5.0908 -4.7459 -3.8293 0.55 -0.75 -0.22 -0.594
H 4.4121 0.8385 -4.2153 0.10 -0.08 -0.08 0.214
H 5.9390 0.3638 -3.4396 0.06 0.01 -0.21 0.303
H 5.2155 -0.6748 -4.7021 0.13 0.35 -0.14 0.372
H 6.7724 -1.2417 -1.6111 0.08 0.02 -0.12 0.261
H 6.7938 -2.1591 -3.1442 0.27 0.06 0.03 0.371
H 7.2576 -2.9499 -1.6232 -0.11 0.06 -0.09 0.275
H 5.9110 -4.8759 -3.1194 0.10 0.03 -0.05 0.255
H 5.4285 -4.1582 -4.6869 0.15 -0.36 -0.09 0.303
H 4.7705 -5.7308 -4.1776 -0.01 0.15 -0.04 0.185
C 0.1850 -5.9844 -4.2480 -0.67 0.87 0.18 -0.744
O 0.9094 -6.7676 -5.1736 0.34 -0.56 3.21 -0.305
P 1.7743 -8.1144 -4.5171 3.23 -2.65 -9.83 1.155
O 2.8643 -7.9336 -5.5757 -0.47 0.47 1.89 -0.640
O 0.6331 -9.1387 -5.1234 0.13 -0.06 1.33 -0.352
C -0.6662 -9.1034 -4.5672 -0.50 -0.01 -0.17 -0.735
O 2.6394 -9.4610 -3.8605 -1.17 2.40 2.05 -0.315
C 2.0563 -10.0585 -2.7215 -0.13 -0.60 0.49 -0.627
H 0.4287 -4.9311 -4.4115 -0.03 -0.10 0.16 0.246
H -0.8858 -6.1270 -4.4153 -0.03 0.06 0.19 0.270
H 0.4359 -6.2533 -3.2182 -0.23 0.35 0.04 0.366
H -1.3247 -8.5292 -5.2232 -0.05 0.04 0.14 0.250
H -0.6618 -8.6603 -3.5692 -0.27 -0.04 0.04 0.363
H -1.0479 -10.1253 -4.4956 0.09 0.11 0.01 0.281
H 1.2405 -10.7201 -3.0223 -0.08 0.00 0.09 0.239
H 1.6827 -9.2917 -2.0378 0.01 -0.30 0.25 0.293
H 2.8167 -10.6520 -2.2083 -0.07 0.11 -0.06 0.258
```
Positions in Å, forces in eV/Å.

charge = 0
electronic energy = -3736.3116 Eh
frontier orbital gap = 5.1618 eV
HOMO = -8.2 eV
structure (SMILES) = CCN(CC)C(=S)SCCCC1=CC(=O)C(N=C=S)=C(B(O)O)C1=O.COP(=O)(OC)OC.COP(=O)(OC)OC



This record from OMol25 describes a structure of composition C21H37BN6ReS. The level of theory is ωB97M-V/def2-TZVPD.

The geometry in XYZ format:
```
67
Properties=species:S:1:pos:R:3:forces:R:3:mulliken_charge:R:1
Re -0.0881 0.7209 -0.3184 0.05 0.27 -0.18 1.268
C -0.6970 2.4689 2.9279 -0.02 0.05 0.02 -1.457
C -0.1421 1.0936 2.8789 -0.01 0.00 -0.14 0.800
C 0.2414 0.3185 3.9526 -0.01 0.04 0.06 -1.431
C 0.7008 -0.8817 3.4307 0.10 -0.18 -0.02 0.839
C 1.2392 -2.0690 4.1535 -0.02 0.07 0.04 -1.294
N 0.5982 -0.8271 2.0985 -0.11 0.08 -0.16 0.779
N 0.0619 0.3972 1.7298 0.04 -0.05 0.24 -0.051
B 1.0598 -1.8731 1.0487 0.11 -0.12 0.05 -1.346
N -0.1503 -2.1877 0.1421 -0.01 0.07 -0.05 0.620
N -0.8249 -1.1505 -0.4398 -0.11 -0.01 0.11 0.057
C -1.9848 -1.6354 -0.9478 0.07 0.07 -0.09 0.655
C -3.0054 -0.7751 -1.6050 -0.01 -0.02 -0.08 -0.978
C -2.0169 -2.9972 -0.7239 -0.06 -0.02 0.01 -1.412
C -0.8572 -3.3122 -0.0214 0.14 -0.08 0.09 0.822
C -0.4104 -4.6281 0.5153 -0.06 0.00 -0.06 -1.387
N 2.1695 -1.2175 0.2010 -0.24 0.10 -0.10 0.837
N 1.8820 0.0022 -0.3499 0.35 0.00 0.17 -0.074
C 3.0553 0.5646 -0.7332 -0.22 0.00 -0.10 0.552
C 3.1651 1.9413 -1.2969 -0.03 0.00 -0.04 -1.378
C 4.0740 -0.3356 -0.4823 0.09 -0.02 0.06 -1.333
C 3.4864 -1.4410 0.1235 0.06 -0.13 0.09 0.841
C 4.1264 -2.6761 0.6588 0.03 0.04 -0.06 -1.325
H -0.5874 2.8643 3.9349 0.01 0.00 -0.01 0.497
H -0.1792 3.1448 2.2471 -0.01 -0.01 -0.03 0.336
H -1.7593 2.4649 2.6895 -0.03 -0.01 0.00 0.238
H 0.1973 0.5953 4.9917 0.00 0.00 0.01 0.550
H 1.2260 -1.8785 5.2236 0.00 0.00 0.00 0.370
H 0.6401 -2.9570 3.9551 -0.01 0.00 -0.01 0.282
H 2.2660 -2.2799 3.8563 0.00 0.00 -0.01 0.264
H 1.4526 -2.8630 1.5753 -0.02 0.06 -0.01 -0.029
H -2.7087 0.2720 -1.6332 0.05 -0.04 0.00 -0.308
H -3.2015 -1.1175 -2.6218 -0.01 -0.02 0.01 0.405
H -3.9462 -0.8353 -1.0572 0.00 0.01 0.00 0.378
H -2.7967 -3.6802 -1.0146 -0.01 0.00 0.00 0.584
H -1.0407 -5.4188 0.1161 0.00 0.00 0.00 0.402
H 0.6233 -4.8377 0.2461 0.01 0.01 -0.01 0.305
H -0.4880 -4.6502 1.6027 0.00 0.02 0.01 0.280
H 2.3154 2.5728 -1.0346 -0.04 -0.03 0.02 0.105
H 4.0600 2.4206 -0.9035 0.01 -0.01 -0.02 0.462
H 3.2443 1.9235 -2.3835 0.02 -0.01 -0.02 0.300
H 5.1223 -0.1966 -0.6841 0.01 0.01 0.01 0.580
H 5.1537 -2.7386 0.3086 0.00 0.01 0.00 0.413
H 4.1439 -2.6638 1.7491 -0.02 0.01 0.01 0.256
H 3.5970 -3.5717 0.3382 -0.02 0.00 0.00 0.292
C -2.4763 4.5710 -0.8060 0.00 0.04 -0.08 -1.648
C -2.2367 3.2631 -0.0567 0.13 -0.05 0.00 1.076
C -3.4656 2.3650 -0.1066 -0.09 -0.02 -0.01 -1.583
C -1.0083 2.5518 -0.6568 -0.16 -0.05 0.01 -0.866
H -3.3103 5.1210 -0.3707 0.00 -0.01 0.03 0.439
H -2.7215 4.3779 -1.8541 0.00 0.00 0.01 0.380
H -1.5987 5.2181 -0.7783 0.00 0.00 0.01 0.395
H -2.0268 3.5120 0.9777 0.00 -0.02 0.09 -0.082
H -3.7254 2.1224 -1.1408 -0.02 0.03 0.01 0.358
H -4.3281 2.8684 0.3301 0.01 0.03 0.00 0.501
H -3.3168 1.4273 0.4371 0.03 0.04 0.02 0.276
H -0.0510 3.0590 -0.3321 0.07 -0.11 0.09 0.436
H -1.0316 2.7223 -1.7359 -0.04 0.07 -0.02 0.288
C -1.0252 1.1537 -3.9115 -0.01 -0.04 -0.05 -0.939
S 0.3360 0.7460 -2.8047 0.04 0.00 0.14 0.202
C 0.6417 -0.9738 -3.2371 0.01 -0.02 -0.09 -0.743
H -1.8429 0.4478 -3.8097 -0.02 -0.01 0.01 0.216
H -0.6193 1.1238 -4.9210 -0.02 0.00 -0.01 0.436
H -1.3610 2.1657 -3.7030 0.00 0.01 0.01 0.418
H 0.9475 -1.0055 -4.2806 0.00 -0.03 0.00 0.550
H -0.2499 -1.5763 -3.0770 -0.01 0.01 -0.02 0.227
H 1.4530 -1.3299 -2.6070 0.03 0.00 0.00 0.098
```
Positions in Å, forces in eV/Å.

multiplicity = 4
charge = +2
ΔE to the lowest compared entry with this formula, charge and spin = 0.0 kJ/mol
electronic energy = -1651.7972 Eh
frontier orbital gap (alpha / beta) = 8.0038 / 7.3380 eV
HOMO (alpha / beta) = -14.8 / -15.1 eV



Q: electronic energy of number 1 (C21H37BN2O12P2S3)?
A: -3736.3116 Eh



Q: Which value of charge does entry 1 give?
A: 0